Record 1
Entry from the Open Molecules 2025 dataset: a molecular structure, C26H74F8N7O20S4Y in a non-equilibrium geometry (ωB97M-V/def2-TZVPD).

CARTESIAN COORDINATES (ANGSTROEM)
Y 0.648 -20.858 -8.337
C -1.023 -17.860 -13.499
F -0.144 -18.612 -14.213
F -0.335 -16.931 -12.788
F -1.941 -17.247 -14.234
S -1.938 -19.024 -12.168
O -3.065 -18.268 -11.609
O -2.492 -20.205 -12.899
O -0.992 -19.516 -11.154
C -3.349 -18.011 -4.785
F -2.300 -18.470 -4.104
F -4.443 -18.313 -4.077
F -3.316 -16.742 -5.004
S -3.525 -19.035 -6.424
O -2.158 -19.204 -6.932
O -4.063 -20.348 -6.009
O -4.361 -18.270 -7.365
N 1.864 -17.884 -8.316
S 3.015 -17.141 -8.953
O 4.265 -17.231 -8.194
O 2.837 -15.960 -9.868
F 3.257 -18.259 -10.045
S 1.324 -16.439 -7.565
O 0.018 -16.106 -8.136
O 2.223 -15.395 -7.024
F 0.860 -17.154 -6.113
O 1.747 -22.270 -11.064
H 2.562 -22.218 -11.563
H 1.202 -22.882 -11.559
O 0.967 -21.117 -5.217
H 0.912 -21.881 -4.643
H 1.286 -20.415 -4.651
O -3.757 -14.982 -9.321
H -2.889 -15.298 -9.072
H -3.685 -14.028 -9.283
O 3.669 -21.531 -7.800
H 4.037 -21.234 -6.967
H 4.430 -21.666 -8.364
C 6.911 -19.959 -4.253
C 5.565 -19.963 -3.464
C 4.662 -18.661 -3.560
O 3.399 -18.863 -2.891
C 3.440 -18.828 -1.411
N 4.844 -21.049 -4.094
H 6.643 -20.022 -5.307
H 7.561 -20.784 -3.961
H 7.474 -19.043 -4.072
H 5.842 -20.236 -2.446
H 4.456 -18.506 -4.620
H 5.093 -17.739 -3.168
H 2.556 -19.400 -1.128
H 3.354 -17.785 -1.106
H 4.324 -19.101 -0.835
H 5.406 -21.882 -3.986
H 4.093 -21.231 -3.444
C 0.170 -9.531 -1.747
C 0.009 -10.209 -0.381
C 0.160 -11.753 -0.490
O -0.871 -12.310 -1.367
C -0.507 -13.720 -1.680
N 0.920 -9.600 0.572
H 1.180 -9.686 -2.127
H -0.168 -8.495 -1.754
H -0.554 -9.976 -2.431
H -0.954 -10.006 0.087
H 0.169 -12.147 0.526
H 1.078 -12.089 -0.971
H 0.106 -14.096 -0.862
H 0.016 -13.818 -2.631
H -1.446 -14.261 -1.799
H 0.622 -9.683 1.534
H 1.731 -10.201 0.609
C 4.455 -11.891 -4.622
C 5.095 -12.106 -5.965
C 5.858 -13.418 -6.132
O 7.120 -13.235 -5.542
C 7.573 -14.451 -4.980
N 4.003 -11.850 -6.851
H 3.690 -12.663 -4.542
H 3.937 -10.932 -4.643
H 5.195 -11.806 -3.827
H 5.838 -11.342 -6.193
H 6.042 -13.664 -7.178
H 5.281 -14.279 -5.797
H 8.461 -14.190 -4.404
H 7.797 -15.259 -5.676
H 6.865 -14.902 -4.284
H 4.386 -11.989 -7.775
H 3.249 -12.521 -6.841
C -1.608 -10.888 -6.910
C -3.038 -10.848 -7.314
C -3.736 -9.519 -7.163
O -3.068 -8.524 -7.910
C -3.974 -7.446 -8.330
N -3.021 -11.226 -8.733
H -0.967 -10.446 -7.673
H -1.227 -11.909 -6.901
H -1.521 -10.288 -6.005
H -3.566 -11.679 -6.845
H -3.740 -9.101 -6.157
H -4.737 -9.576 -7.591
H -3.523 -6.588 -8.828
H -4.428 -7.083 -7.408
H -4.622 -7.867 -9.099
H -3.894 -10.901 -9.122
H -2.327 -10.596 -9.111
C 5.573 -18.364 -15.389
C 6.821 -18.909 -16.069
C 7.831 -17.905 -16.600
O 8.686 -18.633 -17.450
C 9.870 -17.995 -17.785
N 7.492 -19.764 -15.107
H 5.764 -18.111 -14.346
H 4.942 -19.243 -15.256
H 5.068 -17.637 -16.025
H 6.572 -19.518 -16.938
H 8.281 -17.359 -15.770
H 7.381 -17.173 -17.270
H 10.251 -17.513 -16.884
H 9.814 -17.204 -18.532
H 10.516 -18.771 -18.197
H 7.764 -19.192 -14.320
H 8.340 -19.996 -15.603
C 6.810 -24.013 -9.189
C 7.754 -22.751 -9.197
C 8.886 -23.103 -10.234
O 9.912 -22.100 -10.417
C 10.695 -21.770 -9.240
N 6.877 -21.762 -9.663
H 6.092 -24.171 -9.994
H 6.229 -24.051 -8.268
H 7.357 -24.948 -9.066
H 8.128 -22.692 -8.175
H 8.456 -23.296 -11.216
H 9.377 -23.976 -9.803
H 11.323 -22.644 -9.067
H 10.062 -21.519 -8.389
H 11.464 -21.009 -9.373
H 6.425 -22.148 -10.479
H 7.363 -20.972 -10.063

Calculated values
- HOMO energy (eV) = -8.688
- calculated total energy (eV) = -145650.13940
- 2S+1 = 1

---

Record 2
Entry from the Open Molecules 2025 dataset: a molecular structure, C39H35ClInN2Si2 in a non-equilibrium geometry (ωB97M-V/def2-TZVPD).

CARTESIAN COORDINATES (ANGSTROEM)
C -1.103 -0.259 1.180
C -1.559 0.236 -0.073
C -1.249 -0.740 -1.075
H -2.106 1.166 -0.232
C -0.594 -1.836 -0.422
C -0.510 -1.531 0.969
H -0.102 -2.182 1.744
H -1.221 0.236 2.144
H -1.559 -0.721 -2.119
H -0.291 -2.768 -0.903
In 1.345 0.285 -0.995
Si 1.587 0.573 -4.413
C 0.385 2.057 -4.354
C 0.759 3.254 -4.981
H 1.750 3.359 -5.431
C -0.163 4.288 -5.113
H 0.144 5.228 -5.587
C -1.465 4.147 -4.630
H -2.184 4.969 -4.736
C -1.858 2.938 -4.039
H -2.877 2.819 -3.662
C -0.936 1.888 -3.920
H -1.273 0.938 -3.491
C 0.546 -1.119 -4.671
C -0.763 -1.122 -5.245
H -1.205 -0.235 -5.721
C -1.539 -2.292 -5.237
H -2.494 -2.316 -5.763
C -1.102 -3.437 -4.573
H -1.692 -4.358 -4.602
C 0.120 -3.398 -3.890
H 0.451 -4.286 -3.351
C 0.924 -2.247 -3.912
H 1.861 -2.247 -3.344
H 0.882 0.317 -2.934
Si 0.925 -0.006 -6.731
C 1.313 -1.492 -7.764
C 0.705 -1.595 -9.037
H 0.503 -0.713 -9.644
C 0.300 -2.851 -9.483
H -0.304 -2.942 -10.381
C 0.634 -3.992 -8.761
H 0.249 -4.959 -9.063
C 1.425 -3.898 -7.619
H 1.706 -4.788 -7.064
C 1.856 -2.658 -7.176
H 2.559 -2.584 -6.350
C 0.635 1.557 -7.853
C -0.744 1.792 -8.018
H -1.455 1.076 -7.614
C -1.207 2.938 -8.659
H -2.285 3.088 -8.716
C -0.315 3.845 -9.216
H -0.706 4.732 -9.709
C 1.058 3.613 -9.115
H 1.739 4.340 -9.559
C 1.533 2.463 -8.473
H 2.614 2.306 -8.454
H 2.597 1.313 -5.105
Cl 3.425 0.243 -2.896
C 0.113 3.666 1.596
C 0.691 3.347 2.826
C 1.529 2.238 2.917
C 1.791 1.463 1.780
N 1.259 1.826 0.577
C 0.413 2.884 0.483
C 2.478 0.164 1.822
C 2.966 -0.435 2.987
C 3.422 -1.752 2.941
C 3.370 -2.468 1.746
C 2.895 -1.840 0.605
N 2.488 -0.543 0.656
H -0.577 4.501 1.495
H 0.485 3.925 3.726
H 1.974 1.931 3.861
H -0.021 3.073 -0.502
H 2.960 0.145 3.902
H 3.791 -2.204 3.860
H 3.689 -3.506 1.684
H 2.828 -2.331 -0.376

Calculated values
- HOMO energy (eV) = -8.760
- net charge = +1
- calculated total energy (eV) = -77432.13229
- energy relative to the best compared isomer or geometry (same formula, charge and spin) (kcal/mol) = 10.41
- 2S+1 = 1

---

Record 3
Entry from the Open Molecules 2025 dataset: 2 unconnected molecules or ions with the total composition C4H9N2 in a non-equilibrium geometry (ωB97M-V/def2-TZVPD).

CARTESIAN COORDINATES (ANGSTROEM)
C -1.927 0.171 0.223
C -1.846 1.308 0.579
C -1.763 -1.157 -0.392
C 1.933 0.182 -0.163
N 1.893 -0.556 0.908
N 0.996 0.911 -0.691
H -2.028 2.267 0.930
H -2.561 -1.735 0.134
H -1.835 -0.995 -1.380
H 2.748 0.354 -0.766
H 1.014 -0.575 1.372
H 2.719 -1.140 1.068
H 1.364 1.610 -1.298
H 0.118 0.866 -0.240
H -0.826 -1.512 -0.283

Calculated values
- HOMO energy (alpha / beta) (eV) = -10.687 / -14.344
- net charge = +1
- calculated total energy (eV) = -7259.60128
- energy relative to the best compared isomer or geometry (same formula, charge and spin) (kcal/mol) = 88.98
- 2S+1 = 3

---

Record 4
Entry from the Open Molecules 2025 dataset: a single C22H37N3O3 molecule (ωB97M-V/def2-TZVPD).

CARTESIAN COORDINATES (ANGSTROEM)
C 1.488 -2.344 1.962
C 0.290 -2.075 1.055
C 0.602 -2.185 -0.452
C 1.754 -1.233 -0.835
C 1.594 0.221 -0.407
C 1.041 -3.630 -0.818
C 0.762 -4.042 -2.261
C -0.629 -1.773 -1.290
O -0.531 -0.959 -2.194
N -1.863 -2.306 -1.029
C -2.967 -1.885 -1.938
C -4.060 -2.791 -1.420
O -5.178 -3.244 -2.174
N -5.502 -4.500 -1.591
C -4.497 -4.936 -0.932
C -4.488 -6.252 -0.233
N -3.304 -6.978 -0.658
C -2.677 -7.874 0.162
O -3.028 -8.047 1.313
C -1.436 -8.518 -0.436
C -0.239 -7.615 -0.079
C 1.031 -7.951 -0.863
C 1.928 -9.019 -0.231
C 1.193 -10.199 0.412
C -0.039 -10.696 -0.349
C -1.325 -9.965 0.038
C -3.308 -4.056 -1.148
C -2.189 -3.542 -0.274
H 1.182 -2.312 3.008
H 1.918 -3.330 1.777
H 2.277 -1.605 1.827
H -0.499 -2.778 1.320
H -0.110 -1.079 1.264
H 2.669 -1.637 -0.395
H 1.883 -1.275 -1.917
H 2.430 0.813 -0.782
H 0.678 0.652 -0.807
H 1.584 0.329 0.679
H 2.115 -3.701 -0.634
H 0.588 -4.352 -0.133
H 1.207 -5.013 -2.479
H -0.310 -4.117 -2.461
H 1.170 -3.317 -2.966
H -3.157 -0.821 -1.832
H -2.712 -2.091 -2.980
H -4.445 -2.393 -0.469
H -4.406 -6.115 0.846
H -5.414 -6.794 -0.432
H -3.111 -7.029 -1.644
H -1.529 -8.508 -1.529
H -0.527 -6.583 -0.303
H -0.061 -7.659 1.000
H 0.740 -8.261 -1.872
H 1.624 -7.042 -0.994
H 2.607 -9.393 -1.003
H 2.562 -8.553 0.528
H 1.906 -11.017 0.532
H 0.880 -9.929 1.425
H 0.130 -10.638 -1.430
H -0.187 -11.755 -0.125
H -1.426 -9.972 1.126
H -2.187 -10.515 -0.350
H -2.851 -4.382 -2.095
H -1.339 -4.212 -0.219
H -2.532 -3.315 0.739

Calculated values
- HOMO energy (eV) = -9.556
- calculated total energy (eV) = -34026.64565
- energy relative to the best compared isomer or geometry (same formula, charge and spin) (kcal/mol) = 45.90
- 2S+1 = 1

---

Record 5
Entry from the Open Molecules 2025 dataset: a single C3H10BN molecule in a non-equilibrium geometry (ωB97M-V/def2-TZVPD).

CARTESIAN COORDINATES (ANGSTROEM)
C -0.484 -2.034 0.212
N 0.387 -0.990 -0.245
B 0.257 0.398 -0.036
C 1.248 1.448 -0.905
C -0.958 1.008 0.824
H -0.651 -2.087 1.267
H -1.486 -1.761 -0.157
H -0.126 -3.011 -0.044
H 1.011 -1.319 -0.926
H 1.710 1.178 -1.826
H 2.110 1.583 -0.210
H 0.885 2.461 -1.044
H -1.887 0.598 0.379
H -1.079 2.092 0.979
H -0.938 0.436 1.731

Calculated values
- HOMO energy (eV) = -9.658
- calculated total energy (eV) = -5440.44695
- energy relative to the best compared isomer or geometry (same formula, charge and spin) (kcal/mol) = 1.53
- 2S+1 = 1

---

Record 6
Entry from the Open Molecules 2025 dataset: 2 unconnected molecules or ions with the total composition C4H6FN in a non-equilibrium geometry (ωB97M-V/def2-TZVPD).

CARTESIAN COORDINATES (ANGSTROEM)
C 3.329 1.061 -0.273
C -1.051 -0.294 0.025
C 2.150 0.425 -0.271
C -2.179 -1.843 1.528
N -1.680 -1.140 0.627
F 1.663 0.113 -1.444
H 3.598 1.621 -1.122
H 3.856 1.445 0.537
H -0.620 -0.544 -0.939
H -3.199 -1.940 1.704
H 1.525 0.150 0.598
H -1.674 -2.588 2.117

Calculated values
- HOMO energy (eV) = -8.288
- calculated total energy (eV) = -8448.37412
- energy relative to the best compared isomer or geometry (same formula, charge and spin) (kcal/mol) = 91.33
- 2S+1 = 1

---

Record 7
Entry from the Open Molecules 2025 dataset: a single C3H4N2O2 molecule in a non-equilibrium geometry (ωB97M-V/def2-TZVPD).

CARTESIAN COORDINATES (ANGSTROEM)
C -0.904 0.003 -1.622
C -0.206 0.072 -0.318
N 0.517 1.045 0.117
C 0.980 0.609 1.332
O 1.850 1.143 2.002
N 0.373 -0.583 1.671
O -0.318 -0.995 0.498
H -1.498 0.909 -1.767
H -0.165 -0.080 -2.423
H -1.568 -0.864 -1.656
H 0.937 -1.259 2.167

Calculated values
- HOMO energy (eV) = -10.065
- calculated total energy (eV) = -10249.84166
- energy relative to the best compared isomer or geometry (same formula, charge and spin) (kcal/mol) = 55.89
- 2S+1 = 1

---

Record 8
Entry from the Open Molecules 2025 dataset: a single CH5ClNOPS molecule in a non-equilibrium geometry (ωB97M-V/def2-TZVPD).

CARTESIAN COORDINATES (ANGSTROEM)
C 0.083 -0.519 1.289
O -0.349 -0.142 -0.032
P 0.698 0.523 -1.041
N -0.415 0.929 -2.206
S 1.721 2.673 -0.201
Cl 1.946 -0.998 -1.480
H -0.820 -0.340 1.872
H 0.996 0.113 1.491
H 0.511 -1.533 1.222
H -0.294 1.964 -2.389
H -1.381 0.693 -1.847

Calculated values
- HOMO energy (eV) = -8.430
- calculated total energy (eV) = -37301.95287
- energy relative to the best compared isomer or geometry (same formula, charge and spin) (kcal/mol) = 53.42
- 2S+1 = 1

---

What is the calculated total energy in the eighth record? -37301.95287 eV